1.
52
Properties=species:S:1:pos:R:3:forces:R:3:mulliken_spin:R:1 method="wB97M-V/def2-TZVPD" multiplicity=2 gap_ev="6.095 / 6.954" de_lowest_ev=0.0000 largest_force_ev_per_a=4.26 charge=+2
C -0.108727 -4.379737 1.066230 0.0 -0.2 0.8 0.003
O 0.625247 -0.021618 1.642054 1.7 -0.4 1.2 -0.024
H -1.057051 -1.685712 2.883615 0.1 0.1 0.1 -0.006
C -3.372747 0.512780 -1.351746 -0.4 0.0 0.4 0.002
H -4.448633 1.032895 -3.037233 -0.1 0.0 0.6 0.000
N 1.090483 0.555010 -0.745241 1.2 -0.4 -0.2 -0.031
H 3.925253 -1.234046 -0.296279 -0.3 0.4 -0.2 0.001
H -2.304678 -2.777101 -2.865993 0.5 0.1 0.1 0.000
C -1.266696 1.874146 2.528156 -0.1 0.3 0.2 0.004
C -0.210213 -3.807877 -0.184816 -0.2 0.7 -1.1 -0.007
Ti -0.729955 0.234267 0.461475 -1.7 3.8 0.9 1.007
C 0.038684 2.991358 0.811851 -0.2 0.3 -0.1 -0.002
H 0.074363 3.568874 -0.117213 0.0 -0.4 0.3 0.000
H -0.620876 -3.373643 -2.873742 -0.3 0.4 -0.1 0.001
C -0.451685 -3.629876 2.193961 0.3 -1.1 0.2 0.003
C -1.240538 -2.466072 -2.796085 0.0 -0.2 -0.3 0.001
H -1.007926 -1.799037 -3.645262 -0.1 -0.3 0.3 0.000
N -0.894039 -1.735579 0.829617 -0.2 -2.9 0.0 -0.002
H 2.410230 3.805040 0.078405 0.1 -0.1 0.4 0.000
H 2.902636 4.202577 1.760928 -0.2 -0.4 -0.4 0.000
H 4.459490 -0.162238 -2.541649 -0.3 0.1 0.2 0.000
N -1.294786 -0.501129 -1.265231 -0.7 -3.3 -2.1 -0.058
C 1.389201 1.118680 -1.914952 -0.3 -0.1 0.3 0.021
H -0.199991 1.469955 4.366699 0.0 0.1 -0.5 0.000
H 2.778090 1.438889 -3.525871 -0.1 -0.2 0.3 0.000
O 2.256709 -1.558167 1.804183 -0.5 0.7 -0.6 0.000
H 0.032191 -4.385080 -1.083797 -0.1 0.2 0.4 0.000
H -0.403915 -4.064009 3.202206 0.0 0.2 -0.6 0.000
C -0.994865 -1.784774 -1.498496 -1.3 2.4 -0.9 0.015
C 2.033113 -0.237842 -0.179681 0.4 0.3 -0.7 0.027
S -3.353564 0.392043 0.338039 -0.2 0.0 0.0 -0.013
C 3.237224 -0.544047 -0.798540 -0.1 -0.3 0.5 0.006
C 2.588205 0.919027 -2.585528 0.1 0.1 -0.2 0.002
C 1.071940 2.376957 2.887785 0.2 0.1 0.1 0.014
H 3.263921 2.593829 1.098769 -0.4 0.4 0.0 -0.001
C 3.519707 0.047587 -2.024581 0.0 0.1 -0.2 0.000
C 1.665491 -0.685634 1.202904 1.1 -1.0 0.6 -0.021
N -2.254962 0.150355 -2.021397 -0.1 -0.3 -2.1 0.018
C -1.185798 2.477616 1.255291 0.0 0.9 0.5 0.022
Br 0.045198 2.245312 -2.630780 0.4 0.0 -0.2 0.005
H 1.953299 2.358474 3.541512 -0.4 0.0 -0.3 0.000
H 0.234502 -5.411674 1.168613 -0.1 0.4 0.0 0.000
H -2.102219 2.748963 0.724314 0.3 -0.3 0.0 0.011
C -0.819938 -2.313969 2.038466 -0.2 0.5 -0.9 0.012
C -0.635569 -2.472000 -0.294450 0.7 -1.3 2.0 0.002
C -0.137578 1.868043 3.345902 -0.2 0.0 0.5 -0.022
H -2.227183 1.518552 2.911258 0.3 0.1 -0.1 0.005
C 1.189623 2.906146 1.601044 -0.1 0.0 0.4 0.005
H -2.268118 0.010204 -3.048224 0.1 0.2 1.0 -0.001
C 2.505369 3.406102 1.099657 0.6 0.2 0.0 0.000
N -4.441807 0.945187 -2.018681 0.4 0.0 -0.4 -0.001
H -5.256112 1.261992 -1.497469 0.3 -0.1 -0.2 0.000

***

2.
56
Properties=species:S:1:pos:R:3:forces:R:3:mulliken_spin:R:1 method="wB97M-V/def2-TZVPD" multiplicity=2 gap_ev="6.767 / 6.988" de_lowest_ev=0.1136 largest_force_ev_per_a=0.78 charge=-1
C -2.196823 -1.753628 1.821819 0.0 -0.1 0.0 -0.001
Te 0.623146 -2.772711 -1.972917 -0.1 0.3 0.1 0.014
O 3.017696 -0.135544 -0.718148 0.1 0.2 0.3 -0.014
P 0.483584 2.064792 -2.698667 -0.1 0.0 0.1 -0.001
O 4.227506 -0.645477 3.526133 0.0 0.0 0.0 0.000
H -1.649621 3.271254 -1.767818 0.0 0.0 0.0 0.001
H 2.778932 2.750932 -1.681889 0.0 0.0 0.0 0.003
H -1.773071 -2.610348 2.329450 0.0 0.1 0.0 0.000
C -1.891790 0.354112 0.682449 0.0 0.0 0.0 0.000
Te 1.870861 0.540439 -3.807570 -0.1 0.1 -0.2 -0.014
H -1.235709 1.137723 0.331737 0.1 0.0 0.0 -0.001
H 0.769626 -4.687518 2.888894 0.0 0.0 0.0 0.000
H -1.064705 5.085066 -3.371056 0.0 0.0 0.0 0.000
C -0.159277 -3.700922 -0.233619 0.2 -0.1 0.0 -0.002
H -2.066520 -4.127515 -1.113628 0.0 0.0 0.0 0.000
H 2.511957 5.691531 -2.485417 0.0 0.0 0.0 0.000
H -3.645350 1.212738 -0.181357 0.0 0.0 0.0 0.000
C 0.143098 -4.571458 2.012079 0.0 0.0 0.0 -0.002
C -4.082672 -0.632691 0.831944 0.1 0.0 0.0 0.000
H 4.344278 -0.471238 2.532587 0.0 0.0 0.0 -0.001
H -1.495258 -5.702129 2.829502 0.0 0.0 0.0 0.000
C -1.913901 -4.973768 0.850647 0.0 0.0 0.0 -0.001
C 3.091054 4.777607 -2.346122 0.0 0.0 0.0 0.001
O 2.643018 -1.081059 5.011353 0.0 0.0 0.0 0.000
O -0.864341 2.388241 -3.482737 0.0 0.0 0.0 0.002
Mn 1.153359 -0.289270 -1.266193 -0.1 -0.7 -0.4 1.007
C -3.552337 -1.698960 1.544342 -0.1 0.0 0.0 0.000
Cl -0.331858 -1.081270 4.341252 0.0 0.0 0.0 0.000
H -2.186601 4.409339 -4.561955 0.0 0.0 0.0 0.000
H -5.140582 -0.602529 0.605420 0.0 0.0 0.0 0.000
C 3.296616 -0.269828 0.511275 0.0 -0.1 0.0 -0.009
O 1.032548 3.557750 -2.477348 0.1 0.0 -0.1 -0.002
N 0.943163 -0.527211 0.776968 0.0 0.2 -0.1 -0.016
C 2.970074 -0.842092 3.872527 0.0 0.0 0.0 0.000
O 0.194338 1.481645 -1.316424 0.0 0.2 0.1 0.013
C -3.247472 0.385470 0.392054 0.0 0.0 0.0 0.000
C -1.439431 -4.253965 -0.239283 0.0 -0.1 0.0 0.004
C 1.958412 -0.757475 2.781503 -0.1 0.0 -0.2 -0.001
C -1.384126 -0.716542 1.403697 -0.1 0.1 -0.1 0.000
C 2.243600 3.704663 -1.707252 0.0 0.0 0.0 -0.001
H -2.810277 5.096974 -3.053155 0.0 0.0 0.0 0.000
C 2.110714 -0.523898 1.394058 0.0 0.0 0.0 0.009
O 4.425054 -0.200970 1.016970 0.0 0.0 0.0 0.014
H 1.620012 -3.447805 0.941482 0.0 0.0 0.0 0.000
H -4.186566 -2.516435 1.863619 0.0 0.0 0.0 0.000
C -1.881166 3.173508 -2.830401 0.0 0.0 0.0 -0.001
N 0.008230 -0.738140 1.714157 0.0 -0.1 0.1 -0.002
C 0.620686 -3.867378 0.914284 -0.1 0.0 0.0 -0.001
H 3.455590 4.444862 -3.317851 0.0 0.0 0.0 0.000
H 1.958293 3.962788 -0.686204 0.0 0.0 0.0 0.000
C -1.126260 -5.138814 1.981040 0.0 0.0 0.0 0.003
C -1.991288 4.526450 -3.495929 0.0 0.0 0.0 0.000
H -2.908807 -5.403970 0.816359 0.0 0.0 0.0 0.000
C 0.588813 -0.883400 2.927374 0.2 0.1 0.2 -0.002
H -2.807277 2.605093 -2.923259 0.0 0.0 0.0 0.000
H 3.948818 5.002971 -1.710785 0.0 0.0 0.0 0.000

***

3.
51
Properties=species:S:1:pos:R:3:forces:R:3:mulliken_spin:R:1 method="wB97M-V/def2-TZVPD" multiplicity=2 gap_ev="6.802 / 5.214" de_lowest_ev=0.0347 largest_force_ev_per_a=0.24 charge=-1
C -3.358798 -0.845775 2.929559 0.0 0.0 0.0 0.002
H 2.827198 0.845150 4.121380 0.0 0.0 0.0 0.019
H -3.361354 -2.982446 3.123027 0.0 0.0 0.0 0.000
C 3.552521 0.283369 0.870940 0.0 0.0 0.0 0.172
C -2.814835 -2.111885 2.781837 0.0 0.0 0.0 -0.002
C 2.707583 0.487228 3.106448 0.0 0.0 0.0 0.234
H -0.889121 0.960879 1.445005 0.0 0.0 0.0 -0.007
H -3.099122 1.253121 2.544024 0.0 0.0 0.0 0.001
H 2.405184 -1.283448 -4.582267 0.0 0.0 0.0 0.000
H -4.334365 -0.722554 3.382999 0.0 0.0 0.0 0.000
H 0.972275 -1.221249 -3.531490 0.0 0.0 0.0 -0.001
H 4.800739 -2.302177 -2.042708 0.0 0.0 0.0 0.002
C 2.408123 -0.478169 0.459165 0.0 0.0 0.0 0.047
C 1.557597 -0.209792 2.762572 0.0 0.0 0.0 -0.131
F -1.802461 3.608380 -1.850417 0.0 0.0 0.0 0.000
C 3.703260 0.740155 2.154374 0.0 0.0 0.0 -0.095
H -1.132350 -3.251967 2.031128 0.0 0.0 0.0 -0.002
H 2.068957 -2.607427 -3.450022 0.0 0.0 0.0 -0.001
Si 2.972061 -0.632085 -2.260393 0.0 0.1 0.0 -0.022
Hg -0.850240 -2.858406 -1.522567 0.0 0.0 0.0 0.001
C -4.932242 0.554178 -0.301926 0.0 0.0 0.0 0.001
H 3.486242 1.770311 -1.823075 0.0 0.0 0.0 -0.002
H 0.779118 -0.378851 3.494158 0.0 0.0 0.0 -0.005
C 1.392881 -0.681166 1.470194 0.1 0.1 -0.1 0.164
H -5.961549 0.460548 0.016441 0.0 0.0 0.0 0.000
C -2.955742 1.847545 -0.719067 0.0 0.0 0.0 0.001
C -2.661989 0.265723 2.466296 0.0 0.0 0.0 -0.001
H 5.176541 -1.127717 -3.307472 0.0 0.0 0.0 -0.001
C -2.271417 3.181044 -0.669337 0.0 0.0 0.0 -0.001
S -0.635616 0.655436 -1.665318 -0.1 0.0 0.0 0.015
C 4.757526 -1.241490 -2.303834 0.0 0.0 0.1 0.018
C 2.896359 1.213385 -2.555231 0.0 0.0 0.0 0.020
H -4.787173 2.673316 0.003264 0.0 0.0 0.0 0.000
N 2.225869 -0.980909 -0.734910 0.0 -0.1 0.0 0.513
H 5.402539 -0.699802 -1.607905 0.0 0.0 0.0 0.000
H -4.652615 -1.539253 -0.704214 0.0 0.0 0.0 0.000
C -2.263439 0.671174 -1.145243 -0.1 -0.1 0.0 -0.001
C -1.426037 0.117295 1.861471 0.0 0.0 0.0 0.008
F -1.243027 3.217255 0.205570 0.0 0.0 0.0 0.000
H 3.260151 1.466966 -3.554831 0.0 0.0 0.0 0.000
C -4.274969 1.774172 -0.312482 0.0 0.0 0.0 0.000
H 1.856657 1.541866 -2.471287 0.0 0.0 0.0 -0.001
C -0.891849 -1.157214 1.736302 0.0 0.0 -0.1 -0.003
H 4.587522 1.299265 2.433654 0.0 0.0 0.0 -0.001
N -2.940734 -0.509099 -1.113325 0.0 0.0 0.0 0.002
F -3.125188 4.159852 -0.246841 0.0 0.0 0.0 0.000
C 2.021333 -1.524621 -3.586567 0.0 0.0 0.0 0.005
H 4.316191 0.473162 0.127514 0.0 0.0 0.0 0.009
C -4.196741 -0.550424 -0.708364 0.0 0.0 0.0 -0.001
C -1.570934 -2.274621 2.182690 0.0 0.0 0.0 0.002
O 0.299486 -1.348244 1.061081 0.0 -0.1 0.2 0.040